(1)
{
  "formula": "C16H20BrN3O2SSr",
  "method": "the ωB97M-V functional and the def2-TZVPD basis",
  "elements": ["Sr", "C", "C", "N", "C", "C", "S", "C", "C", "N", "H", "H", "H", "H", "H", "H", "H", "H", "H", "H", "H", "H", "H", "H", "Br", "C", "C", "C", "C", "C", "C", "C", "C", "C", "C", "H", "H", "H", "H", "H", "H", "O", "N", "O"],
  "positions_angstrom": [[0.07171, -0.08298, -0.51902], [1.50356, 0.22223, 2.56181], [1.40459, -1.27397, 2.27797], [0.16635, -1.66034, 1.57788], [-1.07318, -1.65495, 2.36615], [-1.68896, -0.30531, 2.76687], [-1.88024, 0.99135, 1.48495], [-0.61009, 2.23976, 1.91749], [0.77176, 2.25079, 1.23767], [1.54774, 1.01808, 1.34086], [2.36994, 0.39165, 3.21123], [0.64500, 0.53321, 3.14951], [1.51728, -1.79606, 3.23848], [2.23294, -1.56850, 1.63178], [0.30052, -2.59643, 1.21051], [-0.95553, -2.23960, 3.28925], [-1.81201, -2.18660, 1.76199], [-1.19219, 0.14615, 3.62435], [-2.70552, -0.51406, 3.10069], [-0.51417, 2.23196, 3.00301], [-1.08835, 3.18714, 1.66861], [1.28124, 3.12145, 1.67152], [0.66591, 2.49143, 0.16693], [2.48337, 1.13595, 0.97613], [-1.03082, 2.10655, -2.65689], [-1.87809, 0.91564, -3.91121], [-2.58918, 1.51639, -4.90543], [-3.19538, 0.70767, -5.89072], [-3.04861, -0.64671, -5.84184], [-2.30269, -1.26539, -4.80783], [-2.13733, -2.67243, -4.77612], [-1.40532, -3.25101, -3.78280], [-0.83041, -2.44567, -2.76859], [-0.94803, -1.07166, -2.70909], [-1.69519, -0.48776, -3.78051], [-2.67973, 2.59268, -4.94626], [-3.76337, 1.17528, -6.68446], [-3.49863, -1.27469, -6.60239], [-2.59388, -3.26947, -5.55744], [-1.26718, -4.32667, -3.76866], [-0.24984, -2.97178, -2.00705], [2.25751, 0.65726, -1.74179], [2.83512, -0.44970, -1.69547], [2.27914, -1.29067, -0.93978]],
  "atomic_forces_ev_per_a": [[0.39, -0.24, -1.67], [0.07, 0.18, 0.13], [0.00, -0.02, 0.11], [0.00, 0.36, 0.41], [-0.01, -0.24, -0.10], [0.05, 0.05, 0.02], [0.16, -0.10, 0.22], [0.07, 0.06, 0.02], [-0.04, 0.13, 0.22], [-0.36, -0.06, 0.23], [0.06, -0.01, -0.08], [0.08, 0.00, 0.01], [-0.08, -0.10, -0.04], [0.01, 0.00, 0.00], [-0.04, 0.05, -0.03], [-0.02, 0.06, 0.06], [0.00, 0.03, 0.00], [0.02, 0.00, -0.04], [-0.01, -0.02, -0.02], [0.00, 0.00, 0.00], [0.02, 0.01, -0.02], [0.05, -0.02, 0.00], [-0.04, -0.02, 0.14], [-0.05, -0.05, -0.10], [-0.06, -0.04, 0.11], [0.00, 0.00, -0.02], [-0.01, -0.03, -0.01], [0.00, 0.02, 0.01], [0.01, -0.01, 0.01], [-0.01, -0.02, 0.00], [-0.01, 0.00, -0.02], [0.01, 0.03, 0.02], [-0.04, -0.04, -0.02], [-0.16, -0.03, 0.09], [0.02, 0.05, 0.01], [0.00, 0.00, 0.00], [0.00, 0.00, 0.00], [0.00, 0.00, 0.00], [0.00, 0.00, 0.00], [0.00, 0.00, 0.00], [0.00, -0.01, -0.01], [-0.06, 0.03, 0.18], [0.00, 0.03, 0.09], [-0.02, -0.04, 0.12]],
  "nbo_charge": [1.6884, -0.2369, -0.2437, -0.6887, -0.2428, -0.5356, 0.1702, -0.5456, -0.2446, -0.7055, 0.2001, 0.1879, 0.1799, 0.2404, 0.3941, 0.1887, 0.2139, 0.2169, 0.2440, 0.2220, 0.2522, 0.2021, 0.2028, 0.4086, -0.0225, -0.0286, -0.2716, -0.2210, -0.1730, -0.0931, -0.2115, -0.2124, -0.2930, -0.5178, -0.0506, 0.2222, 0.2122, 0.2058, 0.2011, 0.2010, 0.1732, -0.5857, 0.3277, -0.6309],
  "energy_ev": -107194.003,
  "spin_multiplicity": 1,
  "total_charge": 0,
  "e_homo_ev": -7.130,
  "lumo_ev": -0.04,
  "homo_lumo_gap_ev": 7.09
}

(2)
{
  "formula": "C16H20Cl2N4O2S",
  "method": "the ωB97M-V functional and the def2-TZVPD basis",
  "elements": ["C", "N", "C", "C", "N", "C", "O", "O", "C", "C", "C", "C", "N", "N", "C", "S", "C", "C", "C", "Cl", "C", "C", "C", "C", "Cl", "H", "H", "H", "H", "H", "H", "H", "H", "H", "H", "H", "H", "H", "H", "H", "H", "H", "H", "H", "H"],
  "positions_angstrom": [[0.55819, -2.83319, -2.82892], [0.10093, -2.52989, -1.50432], [0.78628, -1.92639, -0.48361], [2.20560, -1.48359, -0.57110], [2.52349, -0.53075, 0.46092], [2.66982, 0.78831, 0.14669], [2.81302, 1.19201, -0.98331], [2.68606, 1.51499, 1.26961], [2.92478, 2.94329, 1.22192], [1.82092, 3.63661, 0.42383], [4.30060, 3.23154, 0.62225], [2.87765, 3.37407, 2.68829], [0.02303, -1.81940, 0.56570], [-1.17711, -2.34737, 0.27459], [-1.13030, -2.77153, -0.95741], [-2.40699, -3.53015, -1.85207], [-3.79167, -3.35886, -0.66391], [-4.00947, -1.94547, -0.24358], [-3.83585, -1.54073, 1.08184], [-3.46198, -2.68764, 2.30262], [-3.98101, -0.21490, 1.45788], [-4.31293, 0.73650, 0.51143], [-4.52307, 0.36459, -0.80361], [-4.37303, -0.96379, -1.16519], [-4.66357, -1.40381, -2.81149], [1.02817, -1.95263, -3.26935], [-0.29638, -3.12979, -3.43562], [1.28246, -3.65023, -2.80583], [2.39567, -0.99024, -1.53072], [2.86921, -2.35525, -0.48720], [2.19637, -0.74789, 1.39043], [1.95480, 4.71367, 0.47208], [1.85615, 3.32142, -0.61523], [0.84697, 3.38117, 0.83604], [4.50580, 4.29719, 0.67265], [4.33095, 2.91389, -0.41622], [5.06878, 2.69644, 1.17651], [3.04248, 4.44450, 2.76663], [1.90907, 3.12993, 3.11601], [3.64538, 2.85307, 3.25393], [-4.64840, -3.75224, -1.21284], [-3.56421, -3.99316, 0.18987], [-3.82923, 0.06241, 2.48865], [-4.41727, 1.77057, 0.80027], [-4.80014, 1.09272, -1.54913]],
  "atomic_forces_ev_per_a": [[0.26, -0.11, -0.34], [-0.33, 0.17, 0.76], [-0.20, -0.01, -0.07], [0.26, 0.07, -0.12], [-0.07, -0.23, 0.20], [0.13, -0.37, 0.12], [-0.03, 0.28, -0.29], [-0.05, -0.04, 0.21], [0.08, 0.64, -0.09], [0.13, -0.29, 0.02], [-0.22, -0.24, 0.00], [-0.02, -0.30, -0.36], [1.18, 0.51, 0.26], [-0.76, -0.55, -0.40], [0.11, -0.02, 0.08], [-0.19, -0.34, -0.19], [0.46, -0.10, -0.09], [-0.16, 0.15, 0.04], [-0.23, 0.33, -0.27], [-0.06, -0.18, 0.44], [0.02, -0.09, 0.01], [0.00, -0.09, -0.04], [0.02, -0.03, -0.08], [0.03, 0.09, 0.38], [-0.21, 0.07, -0.26], [-0.07, -0.06, -0.05], [0.10, 0.05, -0.04], [-0.06, 0.02, -0.08], [0.03, -0.15, 0.14], [-0.06, 0.12, -0.12], [-0.02, 0.10, -0.03], [0.01, 0.13, 0.05], [-0.03, 0.05, -0.04], [-0.10, 0.02, 0.06], [0.02, 0.12, 0.05], [0.04, 0.04, -0.03], [0.10, -0.01, 0.08], [0.02, 0.12, -0.01], [-0.11, 0.01, 0.07], [0.10, -0.03, 0.08], [0.06, -0.03, 0.03], [-0.15, 0.05, -0.11], [0.03, 0.00, 0.09], [-0.02, 0.10, 0.03], [-0.02, 0.04, -0.08]],
  "nbo_charge": [-0.4097, -0.3633, 0.3129, -0.2669, -0.6179, 0.9016, -0.6699, -0.5292, 0.2736, -0.6443, -0.6447, -0.6139, -0.2952, -0.3337, 0.1668, 0.2623, -0.5264, -0.1109, 0.0219, 0.0344, -0.2312, -0.1821, -0.2377, -0.0069, 0.0100, 0.2191, 0.2304, 0.2101, 0.2482, 0.2104, 0.4189, 0.2113, 0.2406, 0.2128, 0.2125, 0.2404, 0.2114, 0.2119, 0.2162, 0.2149, 0.2511, 0.2595, 0.2303, 0.2213, 0.2290],
  "energy_ev": -62853.173,
  "spin_multiplicity": 1,
  "smiles": "Cn1c(CNC(=O)OC(C)(C)C)nnc1SCc1c(Cl)cccc1Cl",
  "total_charge": 0,
  "e_homo_ev": -8.404,
  "lumo_ev": 0.52,
  "homo_lumo_gap_ev": 8.92
}